# 1
{
  "formula": "C31H54BHgO35",
  "method": "wB97M-V/def2-TZVPD",
  "e_tot_ha": -4024.811158,
  "total_charge": 1,
  "symbols": ["Hg", "O", "C", "O", "B", "O", "C", "O", "O", "C", "O", "C", "O", "O", "C", "O", "C", "O", "O", "C", "H", "H", "H", "H", "H", "H", "C", "O", "C", "O", "O", "C", "H", "H", "H", "H", "H", "H", "C", "O", "C", "O", "O", "C", "H", "H", "H", "H", "H", "H", "C", "O", "C", "O", "O", "C", "H", "H", "H", "H", "H", "H", "C", "O", "C", "O", "O", "C", "H", "H", "H", "H", "H", "H", "C", "O", "C", "O", "O", "C", "H", "H", "H", "H", "H", "H", "C", "O", "C", "O", "O", "C", "H", "H", "H", "H", "H", "H", "C", "O", "C", "O", "O", "C", "H", "H", "H", "H", "H", "H", "C", "O", "C", "O", "O", "C", "H", "H", "H", "H", "H", "H"],
  "coordinates": [[7.0564, 2.1326, -5.1903], [-0.7935, 6.3015, 0.6245], [0.0335, 5.4714, 0.8722], [0.5497, 4.5286, 0.0742], [1.2694, 3.5173, 0.8641], [1.1613, 4.0115, 2.2444], [0.5260, 5.1658, 2.2955], [0.2670, 5.8622, 3.3048], [2.6431, 3.3357, 0.3247], [2.7219, 2.3487, -0.5403], [3.7272, 2.0125, -1.1940], [1.4510, 1.5349, -0.2334], [0.7356, 2.1878, 0.6785], [1.2189, 0.4509, -0.6668], [0.5677, -0.9374, -7.1062], [1.7228, -0.1141, -6.9774], [1.6731, 1.1407, -6.3958], [2.7111, 1.7664, -6.2101], [0.4506, 1.5840, -6.1175], [0.1100, 2.9013, -5.6362], [-0.2418, -0.3861, -7.5846], [0.3211, -1.3370, -6.1226], [0.7632, -1.7913, -7.7549], [-0.9533, 2.9074, -5.3962], [0.2608, 3.6470, -6.4168], [0.6635, 3.2338, -4.7580], [2.3233, -8.2180, -6.8962], [1.2960, -7.2757, -6.4583], [0.6419, -7.4111, -5.3155], [0.5633, -8.4252, -4.6135], [0.0158, -6.2562, -5.0590], [-0.7187, -5.9836, -3.8618], [2.9855, -7.8100, -7.6599], [1.8694, -9.1446, -7.2476], [2.9413, -8.5319, -6.0549], [-0.8937, -6.8305, -3.1983], [-1.6534, -5.4923, -4.1320], [-0.0951, -5.2751, -3.3166], [5.5682, -3.4787, -3.8227], [6.8794, -3.8669, -3.5415], [7.9785, -3.0311, -3.7033], [7.9175, -1.8894, -4.0417], [9.0028, -3.7722, -3.4737], [10.3362, -3.3440, -3.7005], [4.7879, -3.7107, -3.0979], [5.2774, -3.9639, -4.7544], [5.5301, -2.3897, -3.8465], [10.7366, -3.4060, -4.7124], [10.9517, -4.0476, -3.1400], [10.5909, -2.3096, -3.4698], [-10.1412, 2.6278, -1.4139], [-8.9699, 3.1016, -2.0341], [-7.8283, 3.1863, -1.3352], [-7.7101, 2.8965, -0.1634], [-6.8446, 3.5976, -2.1659], [-5.5545, 3.9219, -1.6449], [-10.5178, 3.4771, -0.8439], [-9.9719, 1.7650, -0.7698], [-10.8937, 2.3473, -2.1510], [-5.0898, 4.7407, -2.1941], [-4.8763, 3.0691, -1.6740], [-5.4561, 4.1159, -0.5768], [1.5114, -5.9308, 1.9048], [0.9428, -7.2673, 1.6577], [1.6578, -8.1303, 0.9156], [2.6970, -7.7309, 0.2918], [1.0300, -9.3196, 0.8064], [1.5750, -10.4030, 0.1829], [0.6663, -5.4456, 2.3931], [1.6019, -5.4012, 0.9565], [2.5285, -5.9820, 2.2933], [2.2396, -10.8451, 0.9252], [2.0164, -10.1601, -0.7837], [0.8456, -11.2012, 0.0455], [-6.3678, 3.2138, 12.2979], [-5.0273, 3.3239, 11.8898], [-4.6873, 3.8831, 10.6850], [-5.4497, 4.5697, 9.9989], [-3.3983, 3.6608, 10.4258], [-2.7980, 4.3073, 9.2807], [-6.9847, 4.0849, 12.0770], [-6.2931, 2.9887, 13.3618], [-6.7809, 2.4880, 11.5974], [-1.7735, 4.3642, 9.6485], [-3.1775, 5.2271, 8.8357], [-2.7676, 3.5672, 8.4810], [11.1977, 4.2709, 0.0847], [11.1073, 2.8670, 0.2412], [10.3923, 2.0786, -0.6400], [9.7898, 2.5199, -1.6011], [10.6406, 0.7096, -0.3347], [11.4892, 0.2820, 0.7130], [11.5046, 4.5557, -0.9217], [11.8701, 4.7509, 0.7957], [10.2187, 4.7074, 0.2827], [11.1742, 0.7455, 1.6480], [12.5148, 0.5246, 0.4347], [11.5544, -0.8000, 0.8278], [-5.9377, 6.8688, 3.5776], [-7.2260, 7.1814, 3.0849], [-7.4516, 8.0657, 2.0952], [-6.5769, 8.8710, 1.7389], [-8.5927, 7.7557, 1.4493], [-9.1727, 8.4754, 0.3674], [-6.1198, 6.1994, 4.4183], [-5.4782, 7.8045, 3.8961], [-5.3432, 6.3399, 2.8326], [-8.9848, 9.5060, 0.6683], [-10.2440, 8.2878, 0.2940], [-8.7408, 8.2082, -0.5970], [-4.0871, -6.0041, 2.4483], [-3.7042, -4.6572, 2.0863], [-4.0804, -3.5531, 2.9039], [-4.6629, -3.6112, 4.0262], [-3.6633, -2.4621, 2.2987], [-3.9333, -1.1808, 2.8235], [-4.8797, -6.3905, 1.8076], [-4.5371, -6.0800, 3.4382], [-3.2703, -6.7258, 2.4445], [-3.3960, -0.2709, 2.5561], [-3.7653, -1.1648, 3.9003], [-5.0073, -0.9963, 2.8450]]
}


# 2
{
  "formula": "C31H54BrCdN3PSSi",
  "method": "wB97M-V/def2-TZVPD",
  "e_tot_ha": -5148.607274,
  "total_charge": 1,
  "symbols": ["Cd", "N", "C", "C", "C", "N", "H", "H", "H", "H", "H", "H", "H", "H", "H", "H", "S", "C", "C", "C", "C", "C", "C", "N", "C", "C", "C", "C", "C", "C", "C", "H", "H", "H", "H", "H", "H", "H", "H", "C", "C", "C", "C", "Si", "Br", "C", "C", "C", "C", "C", "C", "C", "C", "H", "H", "H", "H", "H", "H", "H", "H", "H", "H", "H", "H", "H", "H", "H", "H", "H", "H", "H", "H", "H", "H", "H", "H", "H", "H", "H", "C", "P", "C", "C", "H", "H", "H", "H", "H", "H", "H", "H", "H"],
  "coordinates": [[2.2571, 0.4244, 0.3761], [2.4160, 0.3238, 2.8930], [3.4987, -0.3870, 3.5761], [4.8922, 0.0501, 3.1101], [5.3463, -0.5254, 1.7659], [4.7726, 0.1849, 0.6204], [2.4078, 1.2872, 3.2187], [1.5229, -0.0879, 3.1647], [3.3717, -1.4523, 3.3841], [3.4420, -0.2346, 4.6645], [5.6047, -0.2944, 3.8593], [4.9496, 1.1411, 3.0763], [5.0407, -1.5731, 1.6955], [6.4459, -0.4907, 1.7362], [5.1064, -0.2509, -0.2371], [5.1149, 1.1457, 0.6201], [2.3556, 2.2732, -4.0631], [2.2157, 0.5846, -4.4386], [2.2583, -0.0449, -5.6714], [2.1023, -1.4163, -5.7106], [1.8976, -2.1467, -4.5412], [1.8523, -1.5256, -3.3134], [2.0314, -0.1462, -3.2477], [2.0305, 0.6103, -2.1132], [2.1753, 1.8770, -2.3602], [2.1820, 2.9119, -1.3493], [2.1390, 4.2515, -1.7485], [2.1053, 5.2570, -0.8062], [2.1235, 4.9247, 0.5386], [2.1803, 3.5918, 0.9292], [2.2117, 2.5452, 0.0114], [2.4036, 0.5280, -6.5730], [2.1247, -1.9278, -6.6593], [1.7800, -3.2166, -4.6063], [1.6667, -2.0707, -2.4011], [2.1191, 4.4966, -2.8016], [2.0561, 6.2899, -1.1166], [2.0944, 5.7100, 1.2815], [2.1995, 3.3817, 1.9937], [-4.7544, 1.1369, -1.7165], [-3.3160, 1.2892, -1.2086], [-2.3490, 0.8750, -2.3226], [-3.0674, 2.7790, -0.9521], [-3.0766, 0.2278, 0.4075], [-0.7253, -0.0656, 0.6332], [-3.6585, -1.6325, 0.2546], [-3.2927, -2.1984, -1.1227], [-2.9883, -2.5474, 1.2859], [-5.1743, -1.7419, 0.4464], [-3.4891, 1.1332, 2.0832], [-4.9373, 1.6308, 2.0853], [-2.5651, 2.3299, 2.3373], [-3.3091, 0.1775, 3.2672], [-4.9109, 1.7828, -2.5792], [-5.4739, 1.4180, -0.9518], [-4.9632, 0.1173, -2.0266], [-2.5041, 1.5215, -3.1852], [-2.5037, -0.1478, -2.6475], [-1.3120, 0.9849, -2.0108], [-3.1623, 3.3236, -1.8908], [-2.0650, 2.9546, -0.5665], [-3.7968, 3.1945, -0.2630], [-2.2257, -2.0996, -1.3149], [-3.8471, -1.7100, -1.9184], [-3.5417, -3.2586, -1.1578], [-1.9062, -2.4828, 1.2261], [-3.2730, -3.5797, 1.0821], [-3.2913, -2.3142, 2.2992], [-5.7204, -1.1308, -0.2663], [-5.4601, -1.4377, 1.4496], [-5.4851, -2.7765, 0.3065], [-5.1076, 2.3639, 1.3016], [-5.1608, 2.1063, 3.0393], [-5.6381, 0.8125, 1.9454], [-2.7376, 3.1372, 1.6356], [-1.5161, 2.0485, 2.2867], [-2.7547, 2.7203, 3.3357], [-4.0647, -0.6021, 3.2653], [-3.4126, 0.7291, 4.2001], [-2.3234, -0.2817, 3.2564], [2.6888, -3.6961, 1.9827], [2.3139, -2.6297, 0.5146], [3.5455, -3.4091, -0.6307], [0.7664, -3.5165, 0.0110], [2.5554, -4.7444, 1.7186], [2.0305, -3.4622, 2.8169], [3.7187, -3.5457, 2.2995], [3.3451, -4.4751, -0.7419], [4.5431, -3.2863, -0.2135], [3.5202, -2.9344, -1.6092], [0.9907, -4.5280, -0.3282], [0.2472, -2.9794, -0.7795], [0.1020, -3.5765, 0.8727]]
}


# 3
{
  "formula": "C31H54Cl22N2O3",
  "method": "wB97M-V/def2-TZVPD",
  "e_tot_ha": -11672.926692,
  "smiles": "COCCCCCCCC[C@@](C#N)(CCCOC(C)=O)[C@H](C#N)[C@H](Cl)[C@H](C)Cl.ClCCl.ClCCl.ClCCl.ClCCl.ClCCl.ClCCl.ClCCl.ClCCl.ClCCl.ClCCl",
  "symbols": ["C", "O", "C", "C", "C", "C", "C", "C", "C", "C", "C", "C", "N", "C", "C", "C", "O", "C", "C", "O", "C", "C", "N", "C", "Cl", "C", "C", "Cl", "H", "H", "H", "H", "H", "H", "H", "H", "H", "H", "H", "H", "H", "H", "H", "H", "H", "H", "H", "H", "H", "H", "H", "H", "H", "H", "H", "H", "H", "H", "H", "H", "H", "H", "C", "Cl", "Cl", "H", "H", "C", "Cl", "Cl", "H", "H", "C", "Cl", "Cl", "H", "H", "C", "Cl", "Cl", "H", "H", "C", "Cl", "Cl", "H", "H", "C", "Cl", "Cl", "H", "H", "C", "Cl", "Cl", "H", "H", "C", "Cl", "Cl", "H", "H", "C", "Cl", "Cl", "H", "H", "C", "Cl", "Cl", "H", "H"],
  "coordinates": [[-5.0341, -4.1567, -5.5117], [-4.0837, -5.1214, -5.0757], [-2.7777, -4.8530, -5.5774], [-1.7222, -5.1187, -4.4635], [-0.4913, -4.1792, -4.7444], [-0.7976, -2.8162, -4.0453], [0.4206, -1.8568, -4.1308], [0.0256, -0.3540, -4.4261], [0.1919, 0.6228, -3.2191], [-1.1130, 1.0741, -2.4997], [-1.8743, 0.0237, -1.6262], [-0.8721, -1.0488, -1.1925], [-0.1547, -1.8574, -0.9124], [-2.1846, 0.7541, -0.2493], [-0.8991, 0.8809, 0.6444], [-1.1921, 2.0099, 1.7026], [-0.7905, 1.5288, 3.0050], [0.3055, 2.1850, 3.4944], [1.6584, 1.4781, 3.6687], [0.2210, 3.3155, 3.8321], [-3.0742, -0.7309, -2.2702], [-3.3370, -0.4030, -3.7254], [-3.4713, -0.1265, -4.7945], [-4.4629, -0.6779, -1.5899], [-5.1612, 0.9661, -1.3863], [-4.5575, -1.6362, -0.3278], [-4.8732, -3.0876, -0.8128], [-5.9295, -1.0790, 0.7037], [-4.6638, -3.1200, -5.4161], [-5.3547, -4.4106, -6.5411], [-5.9259, -4.2480, -4.8683], [-2.6859, -3.7815, -5.8403], [-2.5297, -5.4952, -6.4466], [-2.1934, -4.8208, -3.5115], [-1.4372, -6.1787, -4.3802], [-0.3026, -4.0571, -5.8243], [0.3789, -4.6705, -4.2708], [-1.0308, -3.0961, -3.0018], [-1.7005, -2.3685, -4.4939], [1.0511, -2.1990, -4.9737], [1.0601, -1.8523, -3.2366], [0.7807, -0.0297, -5.1720], [-0.9415, -0.2756, -4.9426], [0.9930, 0.2949, -2.5302], [0.6015, 1.5535, -3.6608], [-1.7385, 1.5825, -3.2542], [-0.7927, 1.8938, -1.8277], [-2.9161, 0.2221, 0.3727], [-2.4802, 1.7878, -0.4874], [-0.7609, -0.0322, 1.2459], [-0.0054, 1.1120, 0.0410], [-0.7294, 2.9685, 1.4268], [-2.2926, 2.0889, 1.7465], [1.6227, 0.4122, 3.3945], [2.0083, 1.5549, 4.7081], [2.3521, 2.0010, 2.9896], [-2.8239, -1.8092, -2.3109], [-5.1467, -1.1625, -2.3099], [-3.6028, -1.6985, 0.2185], [-5.1827, -3.6593, 0.0734], [-5.7183, -3.0491, -1.5183], [-3.9604, -3.4988, -1.2732], [4.1259, 3.9860, 4.6486], [5.1306, 2.5503, 4.4231], [4.1756, 5.0372, 3.2280], [3.0987, 3.6698, 4.8091], [4.4822, 4.5433, 5.5089], [4.7598, 7.3463, 7.3473], [5.9580, 7.3497, 6.0506], [4.1095, 5.7216, 7.6179], [5.2292, 7.6914, 8.2626], [3.9437, 8.0075, 7.0745], [-2.5532, -4.0465, 2.6261], [-2.4109, -2.3729, 2.0652], [-2.4424, -5.1896, 1.2823], [-1.7518, -4.2484, 3.3274], [-3.5151, -4.1713, 3.1137], [1.1104, 6.5036, 2.4436], [0.8923, 8.1453, 3.0631], [-0.1621, 6.0698, 1.2945], [2.0695, 6.4481, 1.9367], [1.0836, 5.8066, 3.2757], [4.9201, 7.9682, 1.3586], [4.7087, 9.6082, 1.9802], [3.6286, 7.5320, 0.2276], [5.8718, 7.9085, 0.8408], [4.9082, 7.2733, 2.1925], [2.9186, 3.2480, -5.3801], [3.6973, 3.0979, -3.8019], [1.1659, 3.4258, -5.2201], [3.3154, 4.1219, -5.8865], [3.1280, 2.3561, -5.9600], [1.0308, -5.9974, 4.7350], [0.8960, -4.4119, 5.5050], [-0.3382, -6.3105, 3.6608], [1.9461, -6.0284, 4.1531], [1.0536, -6.7611, 5.5055], [6.2965, 0.5980, -5.8156], [5.7271, 2.0738, -6.6033], [5.3781, 0.2177, -4.3503], [6.1961, -0.2274, -6.5126], [7.3391, 0.7309, -5.5465], [4.0128, 3.5003, 10.5216], [5.7358, 3.5326, 10.9126], [3.4779, 1.8734, 10.0829], [3.4499, 3.8332, 11.3876], [3.8346, 4.1643, 9.6825], [-3.9018, -8.9089, 2.0033], [-2.4753, -8.0100, 2.5340], [-5.3901, -8.0106, 2.3288], [-3.8268, -9.0866, 0.9353], [-3.9394, -9.8538, 2.5352]]
}


# 4
{
  "formula": "C31H54Cl2O2P2RuSi2",
  "method": "wB97M-V/def2-TZVPD",
  "s_squared": 6.037,
  "spin_multiplicity": 5,
  "e_tot_ha": -3640.965872,
  "symbols": ["Ru", "C", "C", "C", "Si", "C", "C", "Si", "H", "H", "H", "Cl", "C", "C", "C", "C", "H", "H", "H", "H", "H", "H", "H", "H", "H", "H", "H", "H", "C", "C", "P", "H", "H", "P", "H", "H", "C", "C", "C", "C", "C", "H", "C", "H", "H", "H", "H", "H", "H", "H", "C", "C", "H", "H", "H", "H", "H", "H", "H", "C", "C", "H", "H", "H", "H", "H", "H", "C", "C", "H", "H", "H", "H", "H", "H", "H", "C", "H", "H", "H", "Cl", "C", "C", "C", "C", "C", "C", "C", "O", "O", "H", "H", "H", "H"],
  "coordinates": [[-0.3013, 0.0419, -0.6686], [1.6355, -0.1918, -2.3346], [0.8392, -1.3592, -2.3277], [-0.5265, -0.9269, -2.6110], [1.5651, -3.0304, -1.8525], [-0.5252, 0.4979, -2.7481], [0.8390, 0.9707, -2.5096], [1.5501, 2.6889, -2.3117], [2.7151, -0.1775, -2.2055], [-1.3824, -1.5679, -2.7869], [-1.3669, 1.1043, -3.0549], [-4.6187, 0.1449, 1.3747], [3.4133, 2.6264, -2.1969], [0.9989, 3.7458, -3.7425], [3.4289, -2.9869, -1.7450], [1.0150, -4.3167, -3.0829], [1.6333, 3.4873, -4.6022], [1.1424, 4.8101, -3.5133], [-0.0459, 3.5759, -4.0263], [3.7357, 2.0668, -1.3070], [3.8061, 3.6524, -2.1443], [3.8246, 2.1335, -3.0878], [1.6264, -4.1905, -3.9876], [-0.0396, -4.2196, -3.3649], [1.1909, -5.3246, -2.6832], [3.8547, -2.6376, -2.6949], [3.8012, -4.0024, -1.5422], [3.7528, -2.3091, -0.9409], [0.8883, 3.2936, -0.6495], [0.8893, -3.3421, -0.1118], [-0.7632, 2.5704, -0.3151], [0.9020, 4.3915, -0.6254], [1.5775, 2.9376, 0.1326], [-0.7337, -2.5254, 0.1136], [1.6033, -2.8830, 0.5901], [0.8717, -4.4209, 0.0897], [-1.2982, -2.9560, 1.8439], [-1.8854, -3.5655, -0.9693], [-1.8907, 3.4022, -1.5842], [-1.3674, 3.3286, 1.2874], [-1.2846, 2.3687, 2.4753], [-2.4362, 3.5345, 1.1058], [-0.6426, 4.6357, 1.6068], [0.4272, 4.4563, 1.7557], [-1.0457, 5.0545, 2.5348], [-0.7620, 5.3980, 0.8326], [-1.9244, 1.4945, 2.3311], [-1.6287, 2.8874, 3.3800], [-0.2533, 2.0397, 2.6437], [-1.4691, 3.0920, -2.5508], [-1.8449, 4.9287, -1.5014], [-3.3452, 2.9181, -1.5225], [-0.8352, 5.3436, -1.5879], [-2.3077, 5.2905, -0.5763], [-2.4324, 5.3425, -2.3316], [-3.4581, 1.8776, -1.8402], [-3.9556, 3.5401, -2.1908], [-3.7666, 2.9974, -0.5129], [-1.4727, -3.4322, -1.9797], [-3.3365, -3.0686, -0.9768], [-1.8496, -5.0538, -0.6208], [-0.8442, -5.4872, -0.6419], [-2.4486, -5.6010, -1.3609], [-2.3065, -5.2411, 0.3576], [-3.4488, -2.0914, -1.4547], [-3.7492, -2.9857, 0.0363], [-3.9544, -3.7859, -1.5336], [-1.1062, -1.7960, 2.8206], [-0.6221, -4.2161, 2.3792], [-2.3832, -3.1288, 1.7414], [0.4550, -4.0560, 2.4909], [-0.7796, -5.0942, 1.7486], [-1.0338, -4.4493, 3.3670], [-0.0441, -1.5664, 2.9573], [-1.5109, -2.0804, 3.8003], [-1.6380, -0.8973, 2.4933], [-2.2362, 0.0053, -0.2616], [-2.8694, -0.0695, -1.1449], [-2.5219, -0.7995, 0.4238], [-2.5483, 0.8970, 0.2915], [3.8921, 0.4852, 6.9535], [3.3879, 0.3341, 5.3224], [3.4566, -0.9167, 4.6851], [3.0526, -1.0238, 3.3552], [2.5371, 0.0945, 2.6921], [2.4278, 1.3313, 3.3426], [2.8602, 1.4588, 4.6604], [1.9962, -0.0916, 1.3038], [2.6372, -0.7023, 0.4289], [0.8126, 0.4357, 1.1550], [3.8304, -1.7778, 5.2335], [3.1440, -1.9674, 2.8127], [2.0334, 2.1873, 2.7878], [2.7910, 2.4144, 5.1786]]
}